# 1
This record from the OMol25 dataset describes C50H42N6O2PV as an isolated structure in a non-equilibrium geometry. The level of theory is wB97M-V/def2-TZVPD.

The geometry in XYZ format:
```
102
Properties=species:S:1:pos:R:3:lowdin_spin:R:1
V -0.12458 -0.53727 -0.71166 1.106
C -2.76973 -0.04369 3.98075 0.000
N -2.50824 -0.42051 2.57781 0.001
C -1.37957 -0.17225 1.90955 0.008
N -1.54427 -0.59355 0.64471 -0.004
C -2.83271 -1.08542 0.49884 0.000
C -3.44177 -1.00909 1.72427 -0.001
C -4.82099 -1.32095 2.13728 0.000
C -5.88477 -0.71008 1.47574 0.000
C -7.18505 -0.94518 1.89562 0.000
C -7.42743 -1.79699 2.96588 0.000
C -6.37160 -2.42202 3.61278 0.000
C -5.06769 -2.18083 3.20462 0.000
C -3.33011 -1.48258 -0.81814 -0.001
C -2.90344 -0.74329 -1.92454 -0.001
C -3.34399 -1.04906 -3.20042 0.000
C -4.24747 -2.08882 -3.37322 -0.001
C -4.69025 -2.82123 -2.27625 0.000
C -4.23080 -2.52667 -1.00116 0.000
P 0.03211 0.86349 2.43644 0.002
C 1.37384 -0.19618 1.80094 0.008
N 1.56195 -0.53523 0.51920 -0.006
C 2.81764 -1.12287 0.41230 -0.001
C 3.36799 -1.15612 1.67536 0.000
N 2.44735 -0.56433 2.51594 0.002
C 2.58395 -0.41443 3.97644 0.000
C 4.65682 -1.67252 2.17460 0.000
C 4.96108 -3.02296 2.04815 0.000
C 6.16877 -3.50855 2.52543 0.000
C 7.07944 -2.64704 3.12177 0.000
C 6.78284 -1.29674 3.24692 0.000
C 5.56916 -0.80936 2.78028 0.000
C 3.46712 -1.48854 -0.86799 0.000
C 4.85908 -1.52533 -0.95533 0.000
C 5.49123 -1.86375 -2.14364 0.000
C 4.75231 -2.17048 -3.27751 0.000
C 3.37003 -2.11898 -3.21667 0.000
C 2.74789 -1.77660 -2.02484 0.001
C -0.01674 1.91533 0.93516 0.003
N -0.02929 1.40607 -0.29610 -0.012
C -0.06602 2.43484 -1.20184 -0.002
C -0.09720 3.61491 -0.51398 0.000
N -0.05238 3.25049 0.83652 -0.001
C -0.00729 4.19201 1.96646 0.000
C -0.07166 5.01192 -0.97678 0.000
C 0.95728 5.43053 -1.81581 0.000
C 1.03555 6.75856 -2.20527 0.000
C 0.08658 7.67127 -1.76406 0.000
C -0.95595 7.25264 -0.94851 0.000
C -1.03457 5.92526 -0.55155 0.000
C -0.10872 2.05667 -2.61068 0.002
C 0.54881 0.87838 -2.96866 0.000
C 0.53283 0.39740 -4.26847 0.003
C -0.13203 1.12786 -5.24063 -0.001
C -0.77898 2.31423 -4.89996 0.003
C -0.77288 2.78004 -3.59145 -0.001
H -2.23197 0.86817 4.22027 0.000
H -2.45588 -0.83866 4.65250 0.000
H -3.83395 0.12071 4.10130 0.000
H -5.69119 -0.04585 0.63975 0.000
H -8.00904 -0.45413 1.39383 0.000
H -8.44381 -1.97580 3.29452 0.000
H -6.56226 -3.09951 4.43534 0.000
H -4.24471 -2.68815 3.69947 0.000
H -2.26904 0.13656 -1.78225 0.000
H -3.01133 -0.46657 -4.05140 0.000
H -4.61292 -2.32374 -4.36513 0.000
H -5.39712 -3.62900 -2.41699 0.000
H -4.55692 -3.11496 -0.15210 0.000
H 3.34653 -1.10033 4.32497 0.000
H 1.64096 -0.65471 4.45885 0.000
H 2.87750 0.60064 4.23452 0.000
H 4.24781 -3.69464 1.58182 0.000
H 6.39953 -4.56281 2.43496 0.000
H 8.02607 -3.02760 3.48659 0.000
H 7.49797 -0.62091 3.69937 0.000
H 5.34581 0.25070 2.85749 0.000
H 5.46397 -1.26218 -0.09884 0.000
H 6.57290 -1.87946 -2.18286 0.000
H 5.24868 -2.43393 -4.20328 0.000
H 2.77707 -2.35428 -4.09204 0.000
H 1.66851 -1.75427 -2.03968 0.001
H 0.58073 5.05709 1.67926 0.000
H 0.45267 3.70830 2.82191 0.000
H -1.00872 4.52010 2.23055 0.000
H 1.70410 4.71895 -2.15347 0.000
H 1.84452 7.08351 -2.84778 0.000
H 0.15806 8.71104 -2.05934 0.000
H -1.71216 7.95717 -0.62500 0.000
H -1.86995 5.59584 0.05953 0.000
H 1.22757 0.39692 -2.25112 0.000
H 1.07005 -0.50550 -4.53352 0.000
H -0.12372 0.78772 -6.26791 0.000
H -1.29941 2.87959 -5.66410 0.000
H -1.31367 3.68248 -3.33288 0.000
C 0.37086 -4.77490 -0.66142 -0.006
O 0.55097 -3.44978 0.00267 -0.005
C 0.09249 -2.42146 -0.53410 -0.057
O -0.56597 -2.18800 -1.57139 -0.040
H 1.36819 -5.12857 -0.88654 0.000
H -0.22798 -4.65790 -1.55746 -0.001
H -0.11532 -5.41029 0.06654 0.000
```

Output
Multiplicity: 2
Frontier orbital gap (alpha / beta), eV: 5.10 / 5.62
HOMO energy (alpha / beta), eV: -15.32 / -15.32
Charge: +3



# 2
This record from the OMol25 dataset describes C50H43AsN3O9PRh as an isolated structure in a non-equilibrium geometry. The level of theory is wB97M-V/def2-TZVPD.

The geometry in XYZ format:
```
108
Properties=species:S:1:pos:R:3:lowdin_spin:R:1
Rh -0.16599 -0.48156 0.35142 1.135
O -3.58839 1.93554 -0.42278 -0.001
C -3.08849 0.85854 -0.12538 0.000
O -1.82609 0.65664 -0.21238 -0.003
C -4.00689 -0.27376 0.26642 0.001
C -5.36599 0.03184 0.34332 0.000
C -6.31229 -0.95466 0.52312 0.000
C -5.91159 -2.28226 0.53682 0.000
C -4.56809 -2.59226 0.43862 0.003
C -3.58889 -1.59996 0.38462 -0.001
P -1.81949 -2.13916 0.36822 0.004
C -1.72929 -3.41806 1.69272 0.007
C -0.44099 -3.79106 1.99612 0.293
C -0.16279 -5.12206 2.59952 0.066
C -1.27459 -5.54966 3.50722 0.213
C -2.50329 -4.99086 3.38682 0.013
C -2.77789 -4.00826 2.41302 0.289
C -1.97349 -3.08406 -1.18668 -0.002
C -1.72539 -2.36986 -2.35588 0.003
C -1.77429 -3.00976 -3.57758 -0.001
C -2.04849 -4.36936 -3.63698 0.001
C -2.29969 -5.07766 -2.47398 0.001
C -2.28309 -4.43366 -1.25038 0.003
H -5.65659 1.06734 0.22842 0.000
H -7.35989 -0.70126 0.61332 0.000
H -6.64099 -3.07626 0.61832 0.000
H -4.27259 -3.62676 0.36612 0.002
H 0.38981 -3.14386 1.76692 0.012
H 0.81231 -5.14386 3.10992 0.009
H -1.07349 -6.36536 4.18302 0.013
H -3.30789 -5.30466 4.03942 -0.005
H -3.79009 -3.65166 2.31462 0.016
H -1.45959 -1.31806 -2.28788 0.002
H -1.57179 -2.45566 -4.48478 0.000
H -2.04359 -4.87996 -4.58918 0.000
H -2.46979 -6.14386 -2.50248 0.000
H -2.46519 -4.99746 -0.34698 0.001
O 3.84711 -1.08976 0.54632 0.006
C 2.77491 -1.67546 0.50042 0.005
O 1.65741 -1.19836 0.89522 0.026
C 2.75371 -3.13766 0.11132 0.002
C 3.89121 -3.88856 0.24702 0.001
C 3.81751 -5.28756 0.21312 0.004
C 2.55581 -5.89396 0.20242 0.014
C 1.41681 -5.14776 0.04832 0.044
C 1.47061 -3.71936 -0.18658 0.010
O 0.48561 -3.02866 -0.53688 0.037
N 0.15591 -5.78106 0.22192 0.412
O -0.34709 -6.56516 -0.60798 0.469
O -0.13039 -6.16396 1.57812 0.125
N 4.97541 -6.07896 0.29952 0.001
O 4.84861 -7.29896 0.34842 0.000
O 6.06611 -5.52086 0.31722 0.001
H 4.83891 -3.39856 0.42432 0.000
H 2.47861 -6.96346 0.33242 0.000
C -3.51559 7.05964 -0.92178 0.000
C -2.62679 5.85184 -0.90958 0.000
C -2.01049 5.39814 -2.06508 0.001
C -1.19939 4.27564 -2.05328 0.001
C -0.60709 3.78654 -3.34478 0.001
C -0.94159 3.60664 -0.84718 0.015
As 0.28401 2.05354 -1.07038 0.042
N 0.59221 1.28784 0.52142 0.353
C 1.11231 1.68984 1.69432 0.021
C 1.69691 2.95794 1.86992 0.084
C 2.22301 3.33274 3.08422 -0.007
C 2.20191 2.46534 4.16572 0.100
C 1.58741 1.22764 4.02852 -0.006
C 1.02301 0.85504 2.83212 0.101
C 2.13681 2.84594 -1.35118 0.024
C 3.10421 1.87914 -1.64288 0.002
C 2.79701 0.46484 -2.03218 0.000
C 4.45621 2.20594 -1.59468 0.001
C 4.88541 3.48444 -1.30848 0.001
C 6.34331 3.82274 -1.21268 0.000
C 3.91641 4.46064 -1.13278 0.002
C 2.56051 4.16804 -1.14898 0.003
C 1.62461 5.33254 -0.98208 0.000
C -1.62259 4.00244 0.30802 0.002
C -1.56329 3.27914 1.62072 0.004
C -2.43529 5.13054 0.25562 0.001
H -3.46049 7.56864 -1.88028 0.000
H -3.22939 7.75624 -0.13518 0.000
H -4.54869 6.76214 -0.74748 0.000
H -2.17369 5.92614 -2.99528 0.000
H -0.80409 4.48924 -4.15138 0.000
H -1.04659 2.81894 -3.60218 0.000
H 0.47371 3.64174 -3.24968 0.000
H 1.73011 3.63854 1.03462 0.004
H 2.65441 4.31884 3.18822 -0.003
H 2.63971 2.76094 5.10712 0.006
H 1.53471 0.55804 4.87602 -0.003
H 0.49211 -0.09526 2.74802 0.013
H 1.74201 0.19804 -1.91798 0.001
H 3.39091 -0.19826 -1.40848 0.000
H 3.09491 0.29224 -3.06808 0.000
H 5.18031 1.42314 -1.76448 0.000
H 6.95131 2.92334 -1.27808 0.000
H 6.55671 4.32144 -0.26768 0.000
H 6.63241 4.49954 -2.01768 0.000
H 4.22381 5.48304 -0.95828 0.000
H 2.16891 6.19334 -0.59548 0.000
H 0.79771 5.11304 -0.31048 0.000
H 1.19761 5.60324 -1.94868 0.000
H -1.41089 2.21574 1.46952 0.001
H -2.51129 3.41024 2.14152 0.000
H -0.76479 3.65624 2.26132 0.001
H -2.94639 5.44134 1.15882 0.000
```

Output
Multiplicity: 5
Frontier orbital gap (alpha / beta), eV: 7.32 / 5.11
HOMO energy (alpha / beta), eV: -5.25 / -5.15
Charge: -1